Density functional theory data (the ωB97M-V functional and the def2-TZVPD basis) for a molecular structure, C30H40N11NaP in a non-equilibrium geometry.

CARTESIAN COORDINATES (ANGSTROEM)
P 0.76959 0.17788 3.54558
Na -0.09884 0.48595 0.27662
N 1.47415 -2.52024 -4.14213
N -1.69227 0.18567 2.19625
N 3.13038 -0.53909 2.25270
N -1.52693 -1.20317 3.88146
N -0.33568 1.99227 -1.82243
N -1.24897 -1.17279 -0.80345
N 0.24286 2.83109 3.68433
N -2.66092 -2.15675 -3.06994
N 1.39244 -1.66901 1.49329
N 0.82659 2.30729 1.62070
N 0.53156 2.65413 -2.41507
C 0.28696 -2.26115 -3.35130
C 4.20368 2.13586 -0.48371
C 1.83563 -0.78073 2.35127
C -1.48796 -3.63807 -1.39176
C -4.36390 1.83618 -3.03509
C -0.58974 -2.47371 -0.95858
C 1.78407 2.47254 -1.78900
C 3.71043 3.42742 -0.69838
C 0.70369 1.83914 2.82932
C -1.07494 -1.73775 5.14771
C -2.82122 -0.57207 2.25279
C 3.52880 1.05879 -1.04610
C -2.02026 2.03029 -3.61240
C 3.64137 -1.31925 1.22285
C 2.56223 -2.00604 0.77682
C -4.03091 1.87585 -1.67800
C -2.73680 -1.41999 3.34758
C -1.65783 2.12223 -2.22105
C -1.95241 -3.44038 -2.85565
C 0.61762 -2.30094 -1.86654
C 0.43485 3.58893 1.60518
C -0.75693 -3.40062 -3.70081
C -3.33363 1.90344 -4.01223
C 0.07704 3.94760 2.90691
C 2.51529 3.62586 -1.35001
C 0.03973 2.70961 5.10664
C -2.70491 1.95841 -1.27482
C 2.32113 1.18375 -1.70033
C -0.89504 -0.33720 3.12917
C 3.92443 0.20121 3.21532
H -3.68354 -2.23565 -3.08837
H -5.41941 1.79164 -3.30440
H -1.88304 -0.98434 -1.58217
H -0.13013 -1.26456 -3.63191
H -2.45808 2.03358 -0.22671
H -0.14503 -2.26917 5.11966
H 1.80675 -3.50700 -4.17780
H -3.65963 -0.33251 1.68763
H 4.98793 -0.04627 3.14737
H -4.84212 2.02031 -1.01753
H -2.36262 -3.65685 -0.71902
H 1.45507 -2.28865 -5.14155
H -2.32937 -1.72371 -3.93031
H -3.67374 1.85030 -5.05271
H -0.20585 -4.36460 -3.56480
H 2.47899 -2.66692 -0.09065
H 4.33482 4.26615 -0.34665
H -1.04683 -4.65041 -1.33608
H -1.79188 -2.47388 5.52164
H 4.03871 0.05596 -1.06738
H -2.60957 -4.24400 -3.21055
H -1.22977 1.99906 -4.33289
H -0.91730 2.13473 5.30354
H 1.16815 -1.41023 -1.57665
H 5.10179 1.98388 0.05846
H -0.30387 4.84751 3.33792
H 4.67164 -1.31502 0.83346
H -0.15841 3.65307 5.60052
H 2.05300 4.58920 -1.42637
H -1.82897 -1.23968 0.02086
H 0.88485 2.29927 5.61673
H 3.56902 -0.00499 4.25530
H 1.19724 -3.28783 -1.72125
H -1.17673 -3.30541 -4.73061
H -3.48598 -2.05367 3.85425
H -0.20645 -2.74524 0.01385
H 3.73787 1.28024 3.10286
H -0.97036 -0.96335 5.90773
H 0.41917 4.13953 0.68129
H 2.04928 0.48702 -2.35039

The calculation puts the total energy at -2272.9534 Eh. The HOMO-LUMO gap comes out at 8.326 eV. The value obtained for the LUMO energy is -2.508 eV. The total charge is +1.

Here are the Mulliken charges for atoms 1 to 2, given in e: atom 1 (P): -0.306, atom 2 (Na): 0.741

=====

Density functional theory data (the ωB97M-V functional and the def2-TZVPD basis) for a molecular structure, C30H41BrN4O2RuS2.

CARTESIAN COORDINATES (ANGSTROEM)
Ru -0.66524 -1.80358 -1.32841
Br -3.20524 -1.21504 -1.14018
S -1.21811 -4.09851 -1.64735
S 1.58704 -2.06315 -1.53199
O -0.57548 0.09186 -1.56726
O -0.67841 -2.00217 0.61408
N -0.03538 -4.32169 -4.12106
N 3.44107 -1.03032 0.02620
N 1.02897 -5.37239 -2.58238
N 1.54547 -1.47552 1.16389
C -1.38644 -2.22608 3.20998
C -2.75887 0.60364 -0.76377
C 0.85295 -1.60300 3.84920
C 1.40595 -5.91982 -1.28442
C -3.73923 1.45730 -0.30254
C 1.45141 1.82162 -0.81472
C -1.44332 0.97111 -1.01580
C -5.79940 3.21351 0.61147
C 2.18624 -1.46557 -0.00849
C 0.33793 2.85992 -0.99684
C 4.10163 -0.73499 1.30914
C 5.07144 -2.03743 -1.54826
C -3.40047 2.78123 -0.07440
C 1.05268 -4.90556 -4.73365
C 0.49253 -1.68052 5.18324
C -3.93473 4.37383 1.77466
C -0.04203 -4.59699 -2.80609
C -4.40706 3.81566 0.42472
C -0.08468 -1.87448 2.85512
C -4.50514 4.95827 -0.59572
C -1.07315 2.30470 -0.74967
C 1.72024 -5.56386 -3.76429
C 3.82537 0.67536 1.80351
C -2.07651 3.15746 -0.30598
C 0.64531 3.99694 -0.00901
C 0.39900 3.40901 -2.42882
C 4.25275 -0.81179 -1.17168
C -1.74188 -2.30563 4.54571
C 0.29495 -1.78070 1.42155
C -0.80401 -2.03279 5.53265
H 2.61673 -6.15511 -3.80953
H -4.84023 4.58614 -1.56546
H -5.79806 2.41375 1.35480
H -5.22109 5.70626 -0.25063
H 1.22221 -1.46518 5.95225
H -2.75199 -2.58018 4.81828
H 3.59722 -0.51485 -1.98896
H 4.90504 0.03468 -0.95463
H -0.34163 4.19711 -2.57524
H 5.16881 -0.88190 1.14244
H 0.52388 -6.31553 -0.78798
H 4.39468 0.86656 2.71352
H 3.77253 -1.47035 2.03912
H -6.19868 2.81993 -0.32550
H -6.48378 3.98641 0.96267
H 1.84376 -5.13326 -0.67339
H 5.72856 -2.33962 -0.73194
H 1.44938 1.06521 -1.59461
H -3.85627 3.57824 2.51787
H 1.36361 1.31943 0.15082
H 0.01841 4.87457 -0.15844
H 0.53014 3.66367 1.02459
H 1.24714 -4.81051 -5.78586
H -1.81646 4.18938 -0.12278
H 4.11657 1.41904 1.06066
H -2.96039 4.85742 1.69333
H 1.38769 3.82541 -2.63416
H -4.74010 1.08715 -0.13709
H -1.08438 -2.09407 6.57600
H 0.20327 2.61760 -3.15490
H 1.67768 4.32135 -0.14984
H 2.12458 -6.71705 -1.44891
H 2.41213 2.34266 -0.83807
H 2.76681 0.80132 2.02450
H 1.85766 -1.32536 3.56512
H -2.11266 -2.43419 2.43724
H 5.69162 -1.81953 -2.41768
H -0.75956 -3.78389 -4.56904
H -3.54588 5.45719 -0.73811
H 4.41913 -2.87551 -1.79421
H -4.64621 5.11580 2.14143

The calculation puts the total energy at -5002.4179 Eh. The HOMO-LUMO gap (spin up / spin down) comes out at 7.180 / 7.031 eV. As for the energy relative to the best compared isomer or geometry (same formula, charge and spin): 0.0 kcal/mol. The value obtained for the LUMO energy (spin up / spin down) is -3.285 / -3.511 eV. The total charge is +1. The spin multiplicity is 2. Its expectation value of S² is 0.756.

Here are the Mulliken charges for atoms 1 to 2, given in e: atom 1 (Ru): 0.154, atom 2 (Br): -0.171